(1)
Density functional theory data (the ωB97M-V functional and the def2-TZVPD basis) for a 5-piece molecular cluster, C19H47IN3O5PS overall at a distorted geometry.

For the LUMO energy, the calculation gives 0.47 eV.

Geometry as XYZ:
```
77
Properties=species:S:1:pos:R:3:forces:R:3
I -3.970 2.399 -2.740 -0.132 0.081 0.006
S 0.796 -0.662 3.308 -0.357 0.018 -0.129
P -3.326 1.795 1.102 -0.275 -0.011 0.245
O 4.067 0.528 0.075 0.029 0.047 -0.006
O 7.298 -3.006 -2.864 0.004 0.031 0.032
O 3.020 -1.264 -2.715 0.160 0.087 0.242
O -4.981 -1.841 1.180 0.027 -0.066 -0.047
O -0.655 -2.149 1.625 0.446 0.141 -0.100
N -5.812 2.645 2.068 -0.084 0.056 0.014
N 0.895 -0.957 0.563 -0.729 -0.322 1.128
N 0.232 -1.746 -0.368 -0.887 -0.784 0.779
C -1.856 1.594 2.230 0.048 0.218 0.130
C -5.568 -3.033 -0.874 0.073 -0.033 0.066
C -2.421 1.108 -0.470 -0.037 -0.126 -0.253
C 3.046 2.144 -1.432 -0.103 -0.046 -0.027
C -5.910 -1.924 0.102 0.020 0.064 -0.022
C -4.443 2.452 2.506 0.170 -0.163 0.086
C 8.297 -3.055 -1.850 -0.014 0.042 0.003
C -6.666 1.463 2.006 -0.096 -0.025 -0.114
C 0.561 2.154 2.869 0.035 0.103 0.052
C 0.343 -1.231 1.726 0.654 0.344 -0.956
C -2.143 2.053 -1.640 0.411 -0.084 0.057
C 4.282 1.726 -0.664 0.019 -0.093 -0.038
C -1.459 3.377 -1.306 0.121 -0.049 0.007
C 7.883 -2.312 -0.594 -0.082 -0.010 -0.039
C 1.503 0.955 2.861 0.241 0.059 0.055
C -0.522 2.197 1.779 0.015 0.015 0.155
C -0.644 -2.440 0.306 0.546 0.517 -0.972
C 3.702 -2.489 -2.426 -0.143 0.032 0.033
C 2.781 -3.675 -2.612 -0.152 0.000 0.078
H -1.775 0.520 2.432 0.029 0.026 -0.054
H 2.773 1.360 -2.141 -0.004 0.035 -0.043
H 1.935 -3.564 -1.929 -0.045 -0.114 -0.033
H -1.512 1.534 -2.367 -0.304 0.077 -0.055
H -4.227 0.702 1.006 0.052 -0.059 -0.066
H -4.115 -1.655 0.802 0.021 0.026 0.040
H -6.877 -2.106 0.568 -0.017 0.010 -0.005
H -1.477 0.605 -0.229 -0.001 0.047 0.122
H 8.651 -2.390 0.177 0.017 -0.001 -0.005
H -1.563 4.095 -2.120 0.066 -0.073 0.043
H 2.007 0.834 1.900 0.014 -0.011 0.046
H -4.436 1.716 3.322 -0.042 0.138 -0.015
H 8.444 -4.113 -1.639 0.017 -0.009 -0.001
H -3.692 2.969 0.366 0.072 -0.003 -0.089
H -5.527 -3.993 -0.360 -0.019 -0.006 -0.005
H 2.280 1.095 3.620 -0.086 -0.002 -0.144
H -7.691 1.726 2.295 0.123 -0.065 0.026
H 4.558 -2.536 -3.096 -0.004 0.031 -0.019
H -5.965 -0.962 -0.421 -0.032 0.003 0.004
H 2.203 2.294 -0.754 0.003 0.016 0.041
H -0.134 1.708 0.883 -0.048 0.078 -0.032
H -1.336 -3.186 -0.065 0.155 0.193 0.100
H 6.952 -2.720 -0.201 0.006 -0.009 0.014
H -2.126 2.069 3.181 -0.007 -0.167 -0.132
H -6.292 0.704 2.695 -0.090 0.046 0.001
H 5.123 1.592 -1.354 0.014 0.057 0.012
H -5.847 3.160 1.196 0.014 0.064 0.006
H 7.152 -2.081 -3.088 -0.018 -0.005 -0.026
H 2.391 -3.711 -3.630 0.039 0.025 -0.016
H -1.846 3.840 -0.397 -0.062 -0.007 -0.102
H -3.094 0.325 -0.841 0.167 -0.006 0.038
H -4.593 -2.853 -1.336 -0.019 0.019 -0.026
H 1.213 3.027 2.736 -0.047 -0.093 0.024
H 4.083 -2.470 -1.398 0.077 -0.036 -0.023
H 4.569 2.482 0.067 0.008 0.005 0.018
H -0.387 3.190 -1.159 -0.138 0.021 0.045
H -6.720 0.997 1.014 0.071 0.007 0.070
H 7.721 -1.252 -0.804 0.023 0.008 0.011
H -4.047 3.397 2.911 0.001 -0.067 -0.050
H 3.821 -0.154 -0.562 -0.067 -0.016 0.019
H 0.101 2.272 3.858 0.057 -0.058 -0.091
H -6.308 -3.093 -1.672 -0.009 0.016 -0.004
H -0.697 3.250 1.533 0.062 -0.138 -0.064
H 9.243 -2.657 -2.234 0.019 -0.031 0.010
H 2.250 -1.217 -2.134 -0.107 -0.069 -0.079
H 3.274 -4.623 -2.394 0.084 0.043 0.016
H 3.213 3.066 -1.991 0.029 0.010 0.010
```
Forces are in eV/Å.


(2)
Density functional theory data (the ωB97M-V functional and the def2-TZVPD basis) for C9H10FO3S2 as an isolated structure at a distorted geometry.

For the LUMO energy, the calculation gives 2.87 eV. Its net charge is -1.

Geometry as XYZ:
```
25
Properties=species:S:1:pos:R:3:forces:R:3
S 4.703 -1.364 1.124 -1.069 -0.737 -0.104
S 1.107 -1.401 -1.371 1.438 -0.994 -1.894
F 5.603 -2.710 1.093 -0.066 0.566 0.026
O 4.944 -0.806 2.430 0.273 0.022 -0.814
O -3.618 1.543 0.171 -0.649 0.807 0.432
O 5.018 -0.645 -0.075 0.465 0.180 0.683
C -1.356 1.576 -0.786 -1.380 0.010 0.184
C -2.661 -0.477 -0.660 -0.521 1.242 0.060
C -1.614 -1.182 -1.221 0.499 0.547 0.640
C -0.351 -0.551 -1.374 -1.037 0.824 -0.217
C 3.172 -2.144 0.989 -0.292 0.329 0.025
C -3.567 2.961 0.411 0.154 -1.011 -0.231
C -2.555 0.920 -0.414 1.513 -0.568 -0.604
C 1.973 -1.500 0.788 0.073 -0.272 0.691
C -0.314 0.861 -1.347 -0.165 -0.611 0.672
H 3.223 -3.216 1.036 0.148 -0.175 -0.067
H 1.106 -2.167 0.772 0.345 0.602 0.852
H -3.582 -0.975 -0.361 0.052 0.078 -0.220
H 0.607 1.361 -1.621 0.050 -0.063 0.131
H -3.433 3.515 -0.523 0.048 -0.035 0.041
H -1.242 2.641 -0.596 -0.053 -0.102 -0.197
H -1.713 -2.245 -1.412 0.151 0.032 0.179
H -4.527 3.222 0.854 0.074 -0.066 -0.035
H -2.762 3.212 1.110 -0.006 0.005 -0.069
H 1.843 -0.428 0.984 -0.044 -0.611 -0.165
```
Forces are in eV/Å.


(3)
Density functional theory data (the ωB97M-V functional and the def2-TZVPD basis) for a 2-piece molecular cluster, C3H8N2O overall at a distorted geometry.

For the LUMO energy (spin up / spin down), the calculation gives 0.50 / -0.78 eV. For the energy relative to the best compared isomer or geometry (same formula, charge and spin), the calculation gives 140.6 kcal per mole.

Geometry as XYZ:
```
14
Properties=species:S:1:pos:R:3:forces:R:3
O 2.443 0.221 -0.833 2.864 -0.400 1.233
N 0.781 -0.122 1.257 -0.014 -1.121 -0.441
N 3.076 -0.039 0.114 -1.356 0.576 -1.685
C -0.021 -0.020 0.053 0.749 0.095 0.970
C -0.779 -1.335 -0.222 0.670 0.501 0.546
C -0.927 1.218 -0.066 0.092 -1.499 -0.651
H -0.272 2.083 0.135 -0.977 -0.037 0.532
H -1.212 -1.064 -1.144 -1.504 -0.143 -1.058
H -1.215 1.296 -1.151 -0.195 0.016 1.109
H -1.805 0.916 0.591 0.839 1.528 -0.697
H 0.764 0.614 1.955 -0.566 0.556 -0.235
H -0.107 -2.128 -0.510 0.384 -0.408 0.478
H 0.765 0.027 -0.734 -1.302 -0.020 0.379
H -1.491 -1.667 0.556 0.314 0.356 -0.480
```
Forces are in eV/Å.


(4)
Density functional theory data (the ωB97M-V functional and the def2-TZVPD basis) for C32H43BeBrCl3N4O12S2 as an isolated structure at a distorted geometry.

For the LUMO energy, the calculation gives -1.33 eV. Its net charge is -1.

Geometry as XYZ:
```
98
Properties=species:S:1:pos:R:3:forces:R:3
Br 1.624 -6.977 -8.496 0.493 -0.308 -1.865
Cl -4.296 1.331 -3.597 0.379 -1.491 2.940
Cl -1.766 -2.359 -6.954 -4.518 0.631 1.281
Cl 1.542 -0.216 4.120 2.888 -1.567 0.564
S -3.887 -0.019 -0.523 1.506 3.744 6.142
S 0.075 3.899 4.300 0.686 -0.268 -0.014
O -2.328 3.944 5.210 -1.474 2.009 0.706
O -4.126 -0.002 -2.004 -1.139 -0.703 -5.561
O 1.192 6.882 3.956 1.280 0.629 -0.047
O 3.264 7.797 5.466 -0.279 -0.117 -0.314
O 5.953 8.713 1.716 -1.273 -0.474 -0.017
O 3.848 7.880 0.203 0.310 0.133 0.339
O -4.307 -1.328 0.010 -0.322 -1.209 -1.439
O -1.495 -6.247 -10.296 -0.053 0.134 -0.173
O -2.455 0.189 -0.255 -0.176 -0.497 -0.825
O -4.669 1.048 0.111 0.085 -0.564 -0.811
O -0.051 3.128 7.979 -0.501 -0.145 -0.135
O 0.499 -2.192 -7.462 3.536 -0.955 -1.428
N 0.810 -8.203 -5.352 0.026 0.428 0.166
N 1.263 -2.478 -1.305 0.105 -0.203 -0.117
N -1.829 0.745 2.912 -1.241 1.219 -0.632
N -2.168 2.618 5.343 0.583 -2.663 1.491
C -0.933 -5.396 -8.175 -0.138 0.294 -0.135
C 3.426 7.809 4.258 0.639 0.228 0.393
C 4.670 8.274 3.636 -0.216 -0.060 0.306
C -0.439 -4.378 -7.460 -0.095 -0.537 -0.373
C 4.802 8.287 2.308 1.295 0.490 -0.002
C 2.255 -4.335 -2.391 0.205 0.193 0.102
C -0.105 -4.008 -2.500 -0.111 0.108 0.114
C -3.436 4.906 3.210 0.308 -0.984 0.330
C 2.358 -3.194 -1.614 -0.189 -0.461 -0.380
C -1.042 -5.319 -9.640 -0.145 -0.373 0.529
C 3.698 7.837 1.412 -0.669 -0.307 -0.412
C -0.752 2.275 4.820 2.237 0.449 -1.760
C 0.023 -3.129 -8.108 0.780 1.202 0.898
C 2.332 7.334 3.363 -1.277 -0.533 0.008
C 1.012 -4.761 -2.864 -0.012 0.558 0.366
C 1.202 3.773 7.751 0.104 0.210 0.236
C 2.463 7.350 2.035 0.218 0.097 -0.292
C -0.582 -4.073 -10.291 0.218 0.255 0.119
C 0.043 -2.869 -1.723 0.004 -0.345 -0.264
C 0.099 -8.172 -4.204 -0.077 0.758 0.352
C -3.168 1.655 4.816 -2.266 -2.452 -1.148
C -3.142 1.347 3.246 -0.415 -0.676 0.315
C -0.637 1.278 3.609 0.319 -0.160 -0.891
C -0.088 -3.056 -9.580 -0.296 -0.343 -0.292
C 0.788 -9.423 -6.180 0.114 -0.167 0.136
C -3.560 4.519 4.800 -1.482 2.736 -1.794
C 1.544 -7.141 -5.735 0.583 -0.391 1.058
C 0.131 -7.057 -3.385 -0.383 -0.684 0.023
C 1.386 -1.236 -0.516 -0.201 0.159 0.110
C 0.906 -5.946 -3.735 0.301 -0.360 -0.865
C 1.947 3.944 9.059 0.086 -0.069 0.095
C 1.605 -6.005 -4.936 -0.293 0.300 0.540
Be -4.046 -3.417 0.684 0.031 0.729 -0.238
H 0.253 -2.138 -10.044 -0.013 0.025 0.086
H 2.094 -7.206 -6.692 0.091 -0.181 0.575
H 2.206 -5.164 -5.273 -0.100 -0.136 -0.069
H -0.437 -7.074 -2.459 0.056 -0.003 -0.149
H 3.314 -2.844 -1.242 -0.216 0.060 0.010
H -0.804 -2.252 -1.437 0.109 0.059 0.032
H 1.345 6.973 4.917 -0.092 -0.111 -0.126
H -4.543 4.012 5.061 1.598 0.073 -0.302
H 1.780 3.155 7.060 -0.233 -0.040 0.007
H -2.553 4.287 2.791 -1.484 1.134 0.602
H 1.676 7.010 1.375 0.027 0.010 0.018
H -4.263 1.861 5.129 2.042 0.243 -0.268
H 5.797 8.627 0.755 0.058 0.023 0.126
H -1.715 0.889 1.885 -0.134 -0.486 1.039
H 0.037 1.778 2.808 -0.995 -0.797 1.553
H -0.249 -9.638 -6.439 0.135 -0.034 -0.041
H 1.373 -9.265 -7.086 -0.163 0.208 0.073
H -4.369 4.573 2.643 1.230 0.745 0.695
H -3.459 2.204 2.562 0.396 -0.801 1.145
H -1.272 -6.314 -7.713 -0.046 0.014 -0.088
H -3.194 6.022 3.078 -0.539 -1.792 0.173
H -3.933 0.514 3.078 1.051 1.524 0.395
H -0.353 -4.420 -6.382 0.172 0.033 -0.068
H -2.933 0.638 5.325 0.004 1.789 -0.760
H -0.478 -9.054 -3.953 0.063 0.103 -0.104
H -0.668 -4.033 -11.370 -0.002 -0.050 -0.011
H 3.158 -4.891 -2.623 -0.145 0.099 0.013
H 2.423 -1.085 -0.218 -0.141 -0.122 -0.034
H 1.223 -10.231 -5.589 -0.137 -0.003 -0.071
H -1.100 -4.285 -2.836 0.133 0.121 0.023
H -0.083 1.901 5.690 -1.415 0.644 -1.246
H 1.055 -0.410 -1.148 -0.041 -0.041 0.199
H 2.911 4.432 8.898 -0.066 -0.001 0.043
H -0.121 4.076 2.924 -0.239 -0.839 1.350
H 5.462 8.600 4.296 -0.030 -0.011 -0.029
H -0.559 3.686 8.584 0.174 -0.131 -0.101
H 1.017 4.741 7.276 0.156 -0.004 -0.071
H -2.098 2.417 6.372 -0.072 0.402 -0.896
H 2.117 2.974 9.534 0.036 0.053 -0.125
H -3.631 5.562 5.308 0.429 -2.015 -0.347
H 1.362 4.544 9.763 0.067 0.089 -0.066
H 0.005 0.333 3.972 -1.875 2.330 -0.566
H 0.754 -1.334 0.367 0.073 0.195 -0.054
```
Forces are in eV/Å.


| no. | total energy (eV) |
| --- | --- |
| 1 | -63393.667 |
| 2 | -40024.897 |
| 3 | -8263.230 |
| 4 | -194078.041 |